DFT (wB97M-V/def2-TZVPD) results for an isolated molecule of C3HBrO2S at a distorted geometry.

Structure (XYZ):
```
8
Properties=species:S:1:pos:R:3:mulliken_charge:R:1
C 1.94241 -0.53801 -0.57067 -0.275
C -1.64323 0.59548 -0.67057 -0.170
C 0.09030 -0.30973 0.79758 0.632
O 0.25101 -1.27756 1.41992 -0.354
O 0.90994 0.12979 -0.23484 -0.011
S -1.19723 0.95925 0.92455 -0.003
Br -2.38795 1.83424 -1.78079 0.005
H 2.03475 -1.39346 0.11481 0.177
```

Properties
Calculated total energy = -88093.057 eV
Relative energy (zero: lowest compared OMol25 entry of this formula, charge and spin) = 5.939 eV
Highest occupied orbital energy (alpha / beta) = -0.3289 / -0.3289 Ha
Largest force on an atom = 2.3 eV/Å
Frontier orbital gap (alpha / beta) = 7.46 / 7.46 eV
Lowest unoccupied orbital energy (alpha / beta) = -1.49 / -1.49 eV

DFT (wB97M-V/def2-TZVPD) results for a structure of composition C27H39N6NiO2.

Structure (XYZ):
```
75
Properties=species:S:1:pos:R:3:mulliken_spin:R:1
Ni -0.76146 0.06418 -0.19379 1.355
C -3.61523 -0.65644 -0.77785 0.000
C -3.60873 0.40058 0.31299 0.003
N -2.45315 0.23145 1.18736 0.056
C -2.51049 -0.86028 2.13873 -0.007
C -1.65811 -2.07042 1.78062 0.018
C -1.58535 -3.12923 2.67531 -0.001
C -0.82192 -4.23521 2.33375 -0.001
C -0.17438 -4.24946 1.11135 0.000
C -0.29390 -3.14727 0.26733 0.008
C 0.46089 -3.17035 -1.06144 0.011
N 0.28203 -2.11810 -2.02883 -0.001
C -0.87887 -2.17790 -2.89330 0.001
C -2.24167 -1.96332 -2.24708 0.000
N -2.37890 -0.68032 -1.56395 0.044
N -1.01228 -2.08068 0.61441 0.010
H -4.50863 -0.52701 -1.40411 0.001
H -3.71559 -1.63666 -0.30191 -0.001
H -4.55921 0.33273 0.86289 0.000
H -3.54348 1.39424 -0.12300 0.001
H -2.16080 1.11958 1.59121 -0.005
H -3.54423 -1.21113 2.25561 0.000
H -2.19146 -0.51119 3.12255 0.000
H -2.10740 -3.07701 3.62316 0.000
H -0.73022 -5.07256 3.01553 0.000
H 0.43131 -5.09521 0.80888 0.000
H 0.22818 -4.12755 -1.54294 0.000
H 1.52435 -3.21432 -0.80009 0.000
H 0.34620 -1.21216 -1.58655 -0.031
H -0.90886 -3.16414 -3.37181 -0.001
H -0.73754 -1.44589 -3.69489 0.001
H -2.41704 -2.75623 -1.51617 0.001
H -3.01014 -2.08407 -3.02709 0.001
H -2.33933 0.09633 -2.23113 -0.001
O -1.51485 2.98571 1.31071 0.000
C -1.27340 3.07838 0.11339 0.003
C -0.97157 4.39137 -0.60423 0.003
C -1.18627 4.03487 -2.07011 0.004
C -1.36234 2.51432 -2.03937 -0.002
O -1.58694 1.84176 -3.04613 0.000
N -1.28907 2.04252 -0.77111 0.031
H 0.06805 4.64018 -0.38263 0.000
H -1.59877 5.19561 -0.22403 0.000
H -0.35480 4.28547 -2.72831 0.000
H -2.08772 4.48150 -2.49281 -0.001
C 3.39085 -0.36402 -2.19859 0.000
C 2.97847 1.09021 -1.95200 0.026
C 1.68169 1.43892 -2.68043 -0.006
C 2.99923 1.41875 -0.46777 0.004
C 4.01984 2.24933 -0.02898 -0.012
C 4.26384 2.51574 1.31526 0.014
C 3.46707 1.85368 2.24178 -0.008
C 2.42401 1.02016 1.87367 0.037
C 1.65626 0.29708 2.97059 0.042
C 0.22162 0.80767 3.14085 -0.013
C 1.67008 -1.22431 2.77911 -0.002
C 2.06979 0.82872 0.48211 -0.022
N 1.00335 0.12070 0.15671 0.453
H 3.45873 -0.57980 -3.27214 -0.001
H 2.66297 -1.05183 -1.76577 0.001
H 4.36405 -0.55918 -1.74114 0.000
H 3.75766 1.71254 -2.40322 0.000
H 0.84204 0.86114 -2.29822 -0.016
H 1.77821 1.24437 -3.75490 0.000
H 1.44174 2.49914 -2.54952 0.003
H 4.66601 2.69338 -0.78295 0.000
H 5.06659 3.17425 1.62638 0.001
H 3.66473 1.98500 3.30478 0.001
H 2.18411 0.50844 3.90789 0.001
H -0.34726 0.57796 2.23851 -0.002
H 0.19909 1.89185 3.26604 0.000
H -0.25868 0.33994 4.01082 0.000
H 1.22407 -1.47682 1.81171 -0.003
H 1.10762 -1.72652 3.57706 -0.001
H 2.69528 -1.60318 2.79122 0.001
```

Properties
<S²> = 2.02
Total charge = -1
Calculated total energy = -82713.433 eV
Multiplicity = 3
Highest occupied orbital energy (alpha / beta) = -0.0871 / -0.0837 Ha
Largest force on an atom = 0.7 eV/Å
Frontier orbital gap (alpha / beta) = 4.98 / 4.88 eV
Lowest unoccupied orbital energy (alpha / beta) = 2.60 / 2.60 eV

DFT (wB97M-V/def2-TZVPD) results for a cluster of 2 separate species, C15H21Br3F3N3O5PS in total at a distorted geometry.

Structure (XYZ):
```
52
Properties=species:S:1:pos:R:3:mulliken_charge:R:1
C -1.77477 0.87173 0.06194 -0.594
C -0.89249 0.39552 -1.26408 0.507
O -0.97906 -0.89124 -1.67315 -0.481
O -0.00490 1.33001 -2.03500 -0.253
C 1.13682 1.64191 -1.11157 -0.694
N 0.99638 2.97411 -0.41935 0.504
C 0.02517 4.14417 -0.67862 0.181
N -1.04137 4.21646 -1.75689 -0.392
C -0.55362 4.91355 -2.86951 0.354
S 0.25790 5.32448 -4.34359 -0.025
C 0.30051 5.40383 0.34719 -0.315
N 1.45692 4.82615 1.14359 0.286
P 2.12029 5.91453 2.38877 0.178
O 3.85928 5.82860 2.50706 -0.478
Br 1.32998 5.01846 4.37288 -0.130
C 1.87069 3.42213 0.71538 0.185
C 3.12697 2.84313 1.54182 -0.652
C 3.46230 1.25473 1.42928 -0.708
C 2.75952 0.32516 2.63029 0.095
F 3.13219 0.86584 3.99060 -0.282
Br 0.76843 0.22782 2.51237 0.002
C 3.41017 -1.21552 2.61012 0.578
F 3.98928 -1.58125 1.29360 -0.235
F 2.39228 -2.23914 3.05498 -0.225
Br 4.95193 -1.22381 3.94177 -0.049
H -2.91010 1.06777 -0.19675 0.344
H -1.65977 -0.01053 0.85584 0.157
H -1.29863 1.82777 0.59497 0.174
H 1.16579 0.74115 -0.35064 0.374
H 2.11276 1.54188 -1.77629 0.295
H -0.22611 6.46841 0.41199 0.369
H 4.17773 6.38609 3.29918 0.362
H 2.93764 3.07220 2.69833 0.298
H 4.08152 3.49908 1.26458 0.386
H 3.30303 0.76351 0.37962 0.388
H 4.63327 1.14998 1.64636 0.460
C -4.61424 -4.54596 -0.33209 -0.731
O -4.07340 -3.84026 -1.44352 -0.404
C -2.64265 -3.81557 -1.42380 -0.070
C -2.05673 -4.83007 -2.41121 -0.540
O -2.32508 -6.17252 -1.99383 -0.374
C -3.39139 -6.76187 -2.73028 -0.726
H -5.68088 -4.70650 -0.51440 0.247
H -4.13553 -5.51948 -0.19555 0.320
H -4.50181 -3.94675 0.57600 0.318
H -2.26134 -3.98685 -0.41017 0.302
H -2.33781 -2.81017 -1.73160 0.115
H -0.96819 -4.71433 -2.42853 0.348
H -2.43047 -4.65276 -3.42659 0.348
H -3.05253 -6.99983 -3.74307 0.320
H -4.26457 -6.10568 -2.77735 0.320
H -3.68135 -7.69006 -2.23109 0.244
```

Properties
Total charge = +1
Calculated total energy = -268987.888 eV
Highest occupied orbital energy = -0.3816 Ha
Largest force on an atom = 9.6 eV/Å
Frontier orbital gap = 5.78 eV
Lowest unoccupied orbital energy = -4.61 eV

DFT (wB97M-V/def2-TZVPD) results for a structure of composition C26H25IrN3OPS2.

Structure (XYZ):
```
59
Properties=species:S:1:pos:R:3:mulliken_charge:R:1
Ir 0.00430 -0.61650 0.24142 1.468
S 2.08716 -0.17112 -0.42390 -0.326
C 2.53731 -1.83954 -0.11015 0.545
S 1.03477 -2.60418 0.39212 -0.402
C 3.74924 -2.41702 -0.27433 0.540
C 3.92691 -3.80650 -0.00567 -0.058
N 4.04862 -4.93015 0.20505 -0.443
C 4.86319 -1.64997 -0.72636 -0.101
N 5.75640 -1.02948 -1.09919 -0.443
C 0.06582 2.89209 0.13183 -1.261
C -1.29298 2.58688 -0.44783 -0.414
O -1.42886 1.18611 -0.70141 -0.314
C -2.71716 0.86160 -1.23547 -0.032
C -2.63450 -0.40465 -2.05609 -1.266
H 0.16507 3.97114 0.26009 0.421
H 0.85315 2.56677 -0.55029 0.246
H 0.21813 2.40132 1.09127 0.299
H -1.42740 3.11329 -1.39946 0.457
H -2.10295 2.90833 0.21863 0.417
H -3.03574 1.69400 -1.87098 0.504
H -3.43524 0.76936 -0.41353 0.088
H -2.04884 -0.24732 -2.96118 0.336
H -3.63937 -0.72017 -2.34064 0.393
H -2.17607 -1.21562 -1.48691 0.199
N -0.39208 0.11290 1.96010 -0.987
P -1.62012 -0.15784 2.88505 1.842
C -3.21876 -0.56206 2.10217 0.367
C -3.22724 -1.62717 1.20354 -0.552
C -4.39482 -2.00497 0.56385 -0.817
C -5.57537 -1.31697 0.81613 -0.560
C -5.57981 -0.26037 1.71426 -0.612
C -4.40728 0.11373 2.35987 -0.285
C -1.38799 -1.57160 3.99882 -0.116
C -0.14734 -2.19687 4.00685 -0.529
C 0.06604 -3.30438 4.81772 -0.678
C -0.95684 -3.78035 5.62265 -0.426
C -2.20030 -3.15743 5.61685 -0.729
C -2.41767 -2.06002 4.80191 -0.266
C -1.90754 1.28450 3.93492 -0.446
C -2.26262 2.48809 3.32686 0.133
C -2.43100 3.63414 4.08299 -0.801
C -2.23314 3.59046 5.45802 -0.524
C -1.86708 2.40166 6.06813 -0.726
C -1.70468 1.24965 5.30958 -0.548
H -2.31020 -2.18045 1.00658 0.640
H -4.38424 -2.83658 -0.12866 0.494
H -6.48988 -1.60902 0.31668 0.396
H -6.49784 0.27498 1.91898 0.431
H -4.42764 0.93199 3.06792 0.437
H 0.64035 -1.80940 3.37213 0.509
H 1.03093 -3.79409 4.81569 0.427
H -0.79049 -4.64296 6.25482 0.397
H -2.99949 -3.53453 6.24152 0.405
H -3.39311 -1.58579 4.78605 0.410
H -2.40245 2.52438 2.25356 0.240
H -2.70909 4.56332 3.60293 0.433
H -2.35968 4.48710 6.05056 0.387
H -1.69935 2.36759 7.13636 0.416
H -1.41301 0.32678 5.79308 0.383
```

Properties
Calculated total energy = -67681.853 eV
Relative energy (zero: lowest compared OMol25 entry of this formula, charge and spin) = 0.000 eV
Highest occupied orbital energy (alpha / beta) = -0.2842 / -0.2842 Ha
Largest force on an atom = 0.4 eV/Å
Frontier orbital gap (alpha / beta) = 6.69 / 6.69 eV
Lowest unoccupied orbital energy (alpha / beta) = -1.04 / -1.04 eV